{
  "formula": "C65H119N9O24",
  "method": "ωB97M-V/def2-TZVPD",
  "energy_ha": -4845.15960,
  "total_charge": 2,
  "gap_ev": 0.819,
  "elements": ["O", "O", "O", "O", "O", "O", "O", "O", "O", "O", "O", "O", "O", "O", "O", "O", "O", "O", "O", "O", "O", "O", "O", "O", "N", "N", "N", "N", "N", "N", "N", "N", "N", "C", "C", "C", "C", "C", "C", "C", "C", "C", "C", "C", "C", "C", "C", "C", "C", "C", "C", "C", "C", "C", "C", "C", "C", "C", "C", "C", "C", "C", "C", "C", "C", "C", "C", "C", "C", "C", "C", "C", "C", "C", "C", "C", "C", "C", "C", "C", "C", "C", "C", "C", "C", "C", "C", "C", "C", "C", "C", "C", "C", "C", "C", "C", "C", "C", "H", "H", "H", "H", "H", "H", "H", "H", "H", "H", "H", "H", "H", "H", "H", "H", "H", "H", "H", "H", "H", "H", "H", "H", "H", "H", "H", "H", "H", "H", "H", "H", "H", "H", "H", "H", "H", "H", "H", "H", "H", "H", "H", "H", "H", "H", "H", "H", "H", "H", "H", "H", "H", "H", "H", "H", "H", "H", "H", "H", "H", "H", "H", "H", "H", "H", "H", "H", "H", "H", "H", "H", "H", "H", "H", "H", "H", "H", "H", "H", "H", "H", "H", "H", "H", "H", "H", "H", "H", "H", "H", "H", "H", "H", "H", "H", "H", "H", "H", "H", "H", "H", "H", "H", "H", "H", "H", "H", "H", "H", "H", "H", "H", "H", "H", "H", "H", "H", "H"],
  "coordinates": [[-3.360, -2.174, -6.894], [1.912, -6.997, -0.344], [-5.501, -5.637, -1.504], [9.743, -0.778, -4.844], [-2.578, -3.653, -5.392], [-6.336, -5.383, 0.508], [0.785, 3.484, 7.533], [-6.722, 3.880, 4.147], [-1.310, 7.462, 0.877], [9.516, 1.339, -4.190], [-7.432, 1.763, 4.479], [-1.390, 2.942, 7.032], [-1.815, 3.721, -6.503], [7.538, -0.938, 9.286], [0.180, -6.627, -1.610], [-1.287, 1.873, -5.428], [-5.286, -3.794, -0.375], [10.522, -0.256, -2.959], [1.999, 1.318, -0.158], [-3.882, -4.366, -6.703], [1.595, -4.959, -0.938], [-2.771, 3.332, -4.730], [-0.484, 4.919, 6.514], [-8.540, 3.560, 5.237], [-9.749, 2.269, -5.871], [3.180, -0.856, -8.329], [4.695, 0.061, 9.755], [11.575, 1.841, 3.728], [1.310, -10.399, 5.300], [-0.763, 3.240, -12.508], [6.990, 5.519, 7.622], [-4.010, 6.840, 0.450], [-0.649, -0.291, -0.585], [8.238, 5.328, 8.147], [12.088, 2.731, 4.641], [7.620, 4.654, 5.510], [1.546, 0.893, -9.848], [-0.852, -7.250, 5.332], [1.990, -1.335, -8.848], [-3.282, -3.359, -6.329], [-1.905, 2.923, -5.481], [5.162, -1.063, 8.890], [9.849, 3.421, 5.225], [1.202, -0.497, -9.657], [-0.213, 0.834, 0.395], [1.752, -11.362, 3.075], [8.850, 4.220, 5.977], [9.943, 0.075, -4.001], [0.570, 3.388, -12.551], [-9.554, 2.184, -4.309], [8.839, -0.617, 9.044], [1.278, 0.667, 0.855], [1.282, -10.830, 9.178], [0.713, 1.696, -10.760], [-13.686, 2.688, -6.268], [3.961, -1.824, -7.520], [3.014, -10.779, 3.665], [10.240, 1.632, 3.642], [0.960, -10.916, 6.763], [0.736, -11.419, 4.251], [-0.031, 7.043, 1.278], [2.863, -10.617, 5.162], [-7.399, 5.494, -8.185], [-8.900, 5.225, -8.515], [3.570, 0.420, -8.568], [-4.636, 8.734, 2.006], [-12.327, 3.049, -5.868], [-0.660, -8.717, 5.101], [5.977, 6.174, 8.443], [11.216, 3.655, 5.270], [4.064, -1.519, 7.888], [-5.849, -4.885, -0.584], [-8.754, 1.209, -6.420], [-9.288, 3.664, -6.334], [3.275, 0.735, -0.435], [-2.270, 7.757, 1.818], [-0.833, -6.353, 4.051], [0.903, -8.912, 5.139], [-8.384, 0.357, -5.190], [-9.467, 3.893, -7.903], [12.402, 1.006, 2.985], [9.426, 2.440, 4.395], [-7.544, 3.095, 4.640], [1.353, 2.636, -11.648], [1.701, -10.211, 7.918], [-11.262, 1.983, -6.241], [9.126, 4.596, 7.351], [6.537, -0.905, 8.285], [-3.531, 8.194, 1.054], [1.244, -6.141, -0.972], [-1.205, 0.800, 1.575], [-1.374, 2.466, -11.543], [-0.646, 1.616, -10.758], [-0.333, 3.798, 7.055], [2.729, 1.310, -9.255], [-9.303, 0.674, -4.026], [-1.573, 4.080, -13.331], [6.687, 5.145, 6.394], [9.810, 1.462, -3.284], [1.086, 4.001, -13.275], [-12.103, 4.034, -6.277], [-8.013, 1.744, -7.015], [5.482, 0.478, 10.232], [-8.972, 3.102, -8.466], [4.319, 0.867, 9.276], [1.745, -10.442, 10.086], [-2.425, 6.885, 2.453], [13.166, 2.721, 4.698], [3.046, 2.332, -9.407], [3.866, 0.771, 0.480], [1.388, -8.360, 5.943], [-0.046, -1.075, -0.380], [0.583, 6.608, 0.490], [-11.630, 1.080, -5.754], [-4.811, 7.006, -0.142], [4.870, -1.970, -8.103], [3.917, -11.364, 3.490], [-1.083, 5.028, -13.557], [8.398, 2.113, 4.450], [3.918, -0.936, 6.979], [-12.397, 3.214, -4.793], [-4.204, 6.139, 1.151], [-1.171, -9.291, 5.874], [4.985, 5.833, 8.150], [1.265, -10.713, 2.347], [-3.391, 8.894, 0.231], [-14.012, 2.958, -7.272], [-5.473, 9.110, 1.417], [6.802, -1.583, 7.473], [-4.379, 9.645, 2.547], [1.640, -2.313, -8.554], [-1.868, 3.614, 6.541], [-1.138, 0.053, 2.365], [-2.444, 2.322, -11.565], [0.588, 7.844, 1.683], [-14.515, 2.910, -5.597], [13.198, 0.630, 3.628], [-10.510, 2.572, -3.958], [-1.937, -7.301, 5.414], [-2.275, 0.681, 1.407], [-7.387, 5.885, -7.167], [2.766, -10.393, 7.774], [11.668, 4.353, 5.960], [-1.078, -9.056, 4.153], [0.202, -10.806, 9.321], [5.998, 5.841, 9.480], [9.875, 0.848, 2.996], [-10.526, 3.825, -8.153], [4.278, -1.386, -6.574], [1.546, -9.133, 7.976], [9.142, -1.202, 8.176], [-6.941, 4.523, -8.000], [-2.496, 4.165, -12.758], [-9.833, 4.360, -5.697], [-8.353, -0.700, -5.454], [-0.889, -6.981, 3.162], [2.424, 2.775, -11.623], [5.675, 5.335, 6.067], [6.552, 0.095, 7.852], [11.849, 0.106, 2.719], [-1.808, 3.474, -14.205], [-2.768, -1.682, -6.321], [1.568, -11.872, 9.035], [-11.168, 1.761, -7.304], [3.787, 1.258, -1.243], [1.243, -8.557, 4.166], [3.330, -9.667, 5.420], [5.997, 7.264, 8.422], [2.729, -6.493, -0.312], [-2.579, 4.094, -6.059], [-8.933, 0.428, -3.030], [-8.767, 2.853, -3.961], [-0.483, 1.623, -0.307], [-13.838, 1.619, -6.116], [-5.139, 8.091, 2.728], [3.118, -1.597, 8.424], [-1.606, -0.607, -0.506], [7.345, 4.632, 4.466], [-6.786, 6.047, -8.896], [8.428, 5.674, 9.153], [-3.260, 6.521, -0.146], [5.327, -1.895, 9.575], [-10.259, 0.179, -4.196], [-9.540, 6.090, -8.340], [-7.414, 0.661, -4.796], [1.234, -11.971, 6.766], [9.534, -0.830, 9.856], [3.255, -0.316, -0.721], [-1.730, -5.783, 3.810], [-6.107, -4.671, 1.110], [-9.373, 0.602, -7.080], [0.490, -12.401, 4.653], [10.066, 4.565, 7.882], [-0.505, -6.802, 6.263], [-1.015, 1.632, 2.253], [12.750, 1.601, 2.140], [3.156, -11.539, 5.665], [-8.266, 3.637, -5.956], [-1.838, 8.654, 2.261], [-0.039, 6.193, 1.962], [-1.181, 0.847, -10.220], [-0.102, -10.868, 7.007], [3.366, -2.735, -7.459], [-0.434, -0.096, -1.552], [4.456, 0.691, -8.013], [1.800, -12.319, 2.556], [-8.132, 1.268, 4.911], [4.139, -0.413, 10.452], [3.235, -9.888, 3.077], [1.641, 1.029, 1.817], [0.035, -5.725, 3.852], [-8.833, 5.095, -9.596], [4.246, -2.534, 7.533], [1.553, -0.377, 1.002], [0.269, -0.897, -10.026], [-0.278, -11.081, 4.039], [8.828, 0.455, 8.842]],
  "atomic_forces_ev_per_a": [[-0.059, 1.104, -0.420], [3.749, -3.853, 2.650], [-1.606, -0.185, -1.138], [-1.278, -0.672, -3.029], [3.318, 1.908, 3.322], [-2.851, -1.929, 2.348], [-0.458, -1.628, 0.635], [1.811, -0.882, -1.056], [0.698, -1.243, -2.849], [0.017, 0.667, 0.734], [1.230, -1.322, -0.679], [0.298, 0.189, 0.021], [1.501, 1.717, -3.864], [-3.380, -1.476, 2.500], [2.909, 1.508, 1.882], [1.661, -1.474, 0.063], [-0.144, 2.822, -0.830], [0.797, 1.864, 2.829], [0.731, -0.613, -1.092], [-2.520, -0.410, -2.804], [0.712, 1.389, 0.034], [-3.181, 1.019, 4.019], [-1.576, 0.155, -0.574], [-0.773, -1.215, 0.643], [-0.020, 0.451, 1.037], [-1.913, -0.417, -0.594], [1.474, -0.219, -0.193], [-1.259, 0.666, 1.873], [0.596, -1.942, 2.184], [0.470, 0.084, 1.992], [-0.515, 0.843, 2.563], [0.204, 1.717, -0.573], [1.819, -0.757, 0.658], [0.662, -1.765, -2.356], [-1.873, 1.554, -0.258], [-1.456, -0.323, 0.009], [-0.201, -2.721, -0.163], [-3.396, 1.274, -1.592], [-0.082, 2.292, -0.660], [-0.910, -3.266, -0.277], [1.593, -4.270, 0.848], [0.236, -2.556, -1.277], [-1.640, 3.156, 1.549], [0.823, 0.508, 1.277], [-1.853, -0.972, 1.176], [-2.129, -0.348, 0.322], [2.895, -0.673, 1.135], [0.409, -4.089, -1.448], [1.639, -2.096, 1.924], [-1.297, -0.404, -0.475], [0.878, 0.757, -1.765], [-0.367, 0.404, -1.273], [-0.487, -1.446, 1.003], [2.760, 1.510, -0.329], [-2.483, -2.012, -0.496], [0.753, 0.646, -0.749], [1.323, -0.259, -1.223], [-0.476, 1.437, 0.848], [0.267, 0.869, -0.369], [-0.359, 1.273, 0.100], [0.959, -0.698, 0.633], [-1.848, 1.392, -1.645], [-1.071, -1.008, 1.719], [1.109, -0.343, -0.454], [-1.333, -0.248, 0.593], [-0.721, 0.596, -0.726], [1.777, 1.419, 0.544], [2.785, -0.577, 0.766], [-1.117, -0.361, 0.506], [3.104, -2.182, 0.296], [0.042, -0.044, 0.478], [4.898, -0.703, -0.999], [-2.258, -0.295, 0.623], [-0.447, -0.666, -0.643], [0.270, -0.019, 0.535], [0.712, 1.793, -0.431], [0.748, -0.473, -0.953], [-1.316, -1.776, -0.878], [1.623, 0.004, 0.109], [0.509, 0.655, 0.852], [1.522, -1.328, -0.719], [-1.531, -2.955, -1.871], [-1.800, 2.972, 0.563], [-1.668, 0.002, 0.111], [0.636, 0.872, -1.696], [0.635, 0.282, 0.082], [-0.523, 2.076, 1.339], [1.462, 2.048, -0.190], [-0.969, -1.405, 2.333], [-8.194, 1.401, -5.200], [0.007, 0.054, 1.310], [0.674, -0.731, -1.390], [-1.193, -0.192, -0.330], [4.041, 1.413, 0.270], [0.993, -0.266, -0.191], [-1.409, 1.295, -1.451], [-1.416, -0.450, -0.505], [0.018, 0.034, -2.302], [-0.113, 2.286, 0.992], [-0.595, 0.287, -0.156], [0.339, 0.026, -0.101], [0.267, -0.366, 0.476], [0.769, -0.196, 0.583], [0.055, -0.260, 0.280], [-1.263, -0.001, -0.395], [0.136, 0.047, -0.240], [-0.347, 0.337, 0.649], [-0.021, 0.301, 0.134], [0.193, 0.047, 0.306], [0.365, 0.185, 0.010], [-0.155, -0.184, -0.058], [-0.033, -0.951, 0.108], [-0.668, 0.429, -0.838], [0.737, -0.263, 0.106], [-0.544, -0.255, -0.052], [0.060, -0.500, 0.161], [-0.169, -0.417, -0.089], [-0.246, -0.192, 0.027], [-0.296, 0.306, -0.292], [0.176, 0.475, 0.304], [0.636, -0.216, 0.200], [-0.292, -0.224, 0.477], [0.198, -0.008, 0.205], [0.031, 0.205, -0.453], [0.520, 0.271, -0.148], [0.422, -0.316, 0.044], [0.281, -0.105, -0.011], [-0.082, -0.140, -0.443], [-0.578, -0.421, 0.045], [0.765, -0.205, -0.006], [0.305, -0.099, -0.102], [-1.847, -0.279, -0.440], [1.076, -1.007, -0.521], [-0.097, 0.650, -0.213], [-0.315, 0.239, 0.319], [0.368, 1.305, 0.240], [0.426, 0.261, -0.299], [0.209, -0.109, 0.489], [-0.338, 0.548, 0.900], [0.000, 0.736, -0.883], [0.475, 0.760, -0.134], [0.155, 0.269, 0.069], [-0.051, 0.195, -0.095], [0.131, 0.310, -0.077], [-0.062, 0.072, 0.024], [0.633, 0.056, 0.033], [0.108, 0.019, 0.039], [-0.045, 0.049, 0.114], [-0.457, -0.152, 0.079], [-0.115, 0.089, -0.455], [0.639, 0.263, -0.274], [0.316, -0.217, -0.511], [-0.067, 0.765, -0.436], [-0.109, 0.236, -0.379], [0.125, 0.100, 0.098], [0.424, -0.554, -0.027], [-0.008, -0.090, -0.180], [-0.016, 0.219, 0.011], [0.157, 0.426, -0.560], [0.095, 0.256, -0.553], [-0.027, 0.541, -0.427], [0.232, 0.888, 0.075], [-0.154, -0.332, 0.785], [-0.508, 0.240, -0.054], [-0.312, 0.316, 0.228], [0.459, -0.122, 0.072], [0.227, -0.514, 0.833], [0.279, -0.064, -0.215], [0.978, -0.253, 0.897], [-1.524, 2.949, -1.131], [0.120, 0.181, -0.251], [0.188, -0.133, -0.413], [0.994, 1.026, 0.947], [0.352, -0.612, -0.762], [0.702, -0.623, -0.010], [-0.156, 0.222, -0.097], [-0.536, 0.069, 0.143], [-0.052, -0.430, -0.033], [-0.467, 0.164, 0.141], [0.046, -0.006, -0.114], [0.534, -0.379, -0.249], [-0.387, 0.023, 0.360], [-0.082, -0.190, 0.409], [0.066, -0.069, 0.218], [0.436, -0.267, -0.533], [0.062, 0.051, -0.136], [-0.600, -0.155, 0.267], [-0.568, -0.179, -0.078], [-0.052, 0.409, 1.064], [-0.296, 0.148, 0.678], [0.293, -0.015, -0.283], [1.021, -0.004, 0.651], [0.511, -0.781, -0.610], [0.428, -0.268, -0.189], [-0.261, 0.700, -0.580], [0.407, -0.701, -0.301], [-0.076, 0.455, 0.374], [0.202, 0.491, -0.558], [-0.727, -0.041, 1.362], [-0.464, 0.211, 0.649], [-0.026, 0.281, 0.475], [-0.142, 0.168, -0.748], [0.368, 0.176, 0.360], [-0.136, 0.489, -0.545], [0.216, 0.335, -0.374], [0.357, -0.099, 0.365], [-0.306, 0.610, 0.237], [-0.972, 0.752, 0.286], [-0.051, 0.508, 0.666], [-1.122, 0.842, 0.388], [0.066, 0.049, 0.409], [-0.846, -0.235, -0.135], [0.417, 0.005, 0.228], [-0.276, -0.648, -0.757], [0.053, -0.067, -0.134], [0.219, 0.412, -0.485], [0.825, 0.243, -0.332]],
  "mulliken_charge": [-0.45, -0.38, -0.55, -0.71, -0.49, -0.46, -0.79, -0.68, -0.33, -0.47, -0.46, -0.47, -0.51, -0.37, -0.68, -0.76, -0.68, -0.72, -0.34, -0.56, -0.72, -0.80, -0.74, -0.68, 0.32, 0.03, -0.20, 0.09, 0.45, 0.07, 0.08, -0.32, -0.34, -0.34, -0.19, -0.83, 0.93, -0.60, -0.18, 0.74, 0.72, 0.29, 0.95, -0.87, 0.35, -0.53, 0.56, 0.66, -0.26, -0.67, -0.62, -0.77, -1.41, 0.96, -1.48, -0.80, -0.91, -0.26, -1.25, -0.73, -0.80, -0.54, -1.12, -0.66, -0.23, -1.41, -0.08, -0.59, -1.09, -0.78, -1.39, 0.77, -0.43, -1.06, -0.75, -0.72, -1.30, -1.08, -0.68, -0.68, -1.05, -0.77, 0.65, -0.78, 0.09, -0.83, -0.93, -0.87, 0.19, 0.67, -1.64, -0.34, -0.58, 0.67, -0.72, -0.60, -1.01, -0.05, 0.31, 0.43, 0.23, 0.40, 0.33, 0.42, 0.36, 0.37, 0.49, 0.43, 0.54, 0.31, 0.42, 0.33, 0.30, 0.41, 0.35, 0.40, 0.46, 0.41, 0.38, 0.38, 0.27, 0.34, 0.33, 0.43, 0.33, 0.33, 0.33, 0.41, 0.48, 0.37, 0.41, 0.33, 0.37, 0.40, 0.29, 0.39, 0.41, 0.31, 0.29, 0.45, 0.27, 0.23, 0.42, 0.44, 0.35, 0.38, 0.41, 0.34, 0.34, 0.27, 0.30, 0.30, 0.34, 0.44, 0.39, 0.37, 0.44, 0.45, 0.39, 0.33, 0.35, 0.33, 0.34, 0.46, 0.26, 0.57, 0.30, 0.30, 0.29, 0.35, 0.44, 0.45, 0.39, 0.37, 0.41, 0.42, 0.33, 0.47, 0.35, 0.42, 0.36, 0.22, 0.23, 0.40, 0.32, 0.61, 0.25, 0.32, 0.39, 0.31, 0.29, 0.38, 0.38, 0.41, 0.43, 0.33, 0.50, 0.82, 0.42, 0.32, 0.40, 0.59, 0.24, 0.37, 0.47, 0.36, 0.32, 0.38, 0.31, 0.52, 0.29, 0.35, 0.40, 0.41, 0.37, 0.45, 0.24]
}